Molecular formula: C3H3NOS
Method: DFT, the ωB97M-V functional and the def2-TZVPD basis

Atoms and positions in Å:
C 1.82051 0.46665 -0.01250
C 1.68845 -0.87568 0.13562
C -1.22120 -0.33634 -0.23632
N 1.97906 1.59621 -0.22010
O -1.25312 0.40656 0.97319
S 0.23060 -1.66924 0.00753
H -2.16112 -0.75117 -0.55197
H -0.74173 0.24737 -1.06734
H -0.34145 0.91564 0.97189

The multiplicity is 3. Its expectation value of S² is 2.033. As for the energy above the lowest of the compared OMol25 structures with the same formula, charge and spin: 1.626 eV. As for the HOMO-LUMO gap (spin up / spin down): 8.91 / 7.96 eV.

=====

Molecular formula: C19H23N5O6S2W
Method: DFT, the ωB97M-V functional and the def2-TZVPD basis

Atoms and positions in Å:
W -0.43897 0.20358 0.06418
N 1.64182 2.73920 4.67861
C 0.78250 2.49590 3.43046
C -0.28278 1.43604 3.71240
C 0.14711 -0.01774 3.43497
N -0.51750 -0.57056 2.21987
C 1.65390 -0.16066 3.24315
C 2.20562 0.73991 2.13588
N 1.87505 0.16401 0.79771
C 1.65632 2.18523 2.22688
H 1.06283 3.02995 5.47079
H 2.32251 3.48436 4.50849
H 2.16162 1.90881 4.96774
H 0.30099 3.46016 3.27555
H -1.15393 1.68497 3.10194
H -0.62784 1.52520 4.74513
H -0.15753 -0.63614 4.27956
H -1.51573 -0.69333 2.39131
H -0.18313 -1.52719 2.10408
H 1.90654 -1.20367 3.03493
H 2.16984 0.04815 4.18488
H 3.29138 0.76771 2.23804
H 2.29575 -0.76055 0.71614
H 2.33468 0.73012 0.08653
H 1.02775 2.38380 1.36154
H 2.46538 2.91584 2.14472
S -2.71030 0.26459 -0.05393
C -2.92012 -0.86135 -1.40217
C -4.04489 -0.78065 -2.22078
C -4.20090 -1.68252 -3.25488
C -3.23779 -2.66270 -3.48693
C -2.11676 -2.74921 -2.68506
C -1.95458 -1.85711 -1.62688
S -0.55281 -2.01918 -0.55540
H -4.78634 -0.01316 -2.04166
H -5.07627 -1.62413 -3.88712
H -3.36711 -3.36433 -4.29971
H -1.36652 -3.50733 -2.86723
O -0.37661 0.64575 -2.02871
C 0.23176 1.73594 -1.86132
O 0.49673 2.00681 -0.61876
C 0.60674 2.63431 -2.94701
C 1.24925 3.83396 -2.65785
C 1.58087 4.66530 -3.70326
C 1.29731 4.35266 -5.01985
C 0.65779 3.15244 -5.26275
C 0.30236 2.28026 -4.25932
N 0.33619 2.78501 -6.66531
O 0.67838 3.56072 -7.52446
O -0.23059 1.72774 -6.83236
N 2.26848 5.94255 -3.39952
O 2.51623 6.66746 -4.33101
O 2.51636 6.16290 -2.23136
H 1.48405 4.12013 -1.64384
H 1.56358 5.01943 -5.82823
H -0.20072 1.35284 -4.49526

The multiplicity is 3. As for the charge: +2. Its expectation value of S² is 2.029. As for the energy above the lowest of the compared OMol25 structures with the same formula, charge and spin: 0.872 eV. As for the HOMO-LUMO gap (spin up / spin down): 6.41 / 7.31 eV.

=====

Molecular formula: C10H13ClF5IrN3O4Se
Method: DFT, the ωB97M-V functional and the def2-TZVPD basis

Atoms and positions in Å:
Ir -0.05880 -0.32070 -0.24440
N 2.28600 -0.37590 0.17900
C 2.61250 0.12650 1.52180
C 1.54630 -0.32280 2.52770
N 0.18200 0.02580 2.10500
C -0.27770 1.37530 2.47110
C 0.16090 2.45200 1.47050
N -0.19890 2.02510 0.12150
H 2.58610 -1.34280 0.08170
H 2.77540 0.16220 -0.52960
H 2.66740 1.21240 1.47750
H 3.58230 -0.24600 1.86840
H 1.76860 0.11230 3.50890
H 1.60100 -1.40980 2.61890
H -0.45510 -0.63260 2.54350
H 0.07220 1.64380 3.47440
H -1.36810 1.35750 2.47560
H 1.23820 2.61140 1.50670
H -0.33220 3.39260 1.74850
H 0.25160 2.58480 -0.59710
H -1.20700 2.08700 -0.01940
O -2.44020 -1.50430 -2.42510
Cl -2.16190 -0.14560 -2.19130
O -2.94110 0.72820 -2.92850
O -0.74570 0.08140 -2.43710
O -2.31900 0.11220 -0.76600
F 0.19900 -8.58550 0.25280
C 0.07360 -7.28040 0.08710
C 0.77830 -6.63590 -0.93470
F 1.59000 -7.32980 -1.71900
C 0.60990 -5.27120 -1.11610
F 1.26780 -4.61750 -2.07590
C -0.24110 -4.52250 -0.30020
Se -0.61450 -2.72150 -0.76590
C -0.90980 -5.18060 0.73290
F -1.69320 -4.44800 1.52810
C -0.76040 -6.54610 0.93640
F -1.40170 -7.15960 1.92110

The multiplicity is 1. As for the charge: +1. As for the HOMO-LUMO gap (spin up / spin down): 6.28 / 6.28 eV.

=====

Molecular formula: C4H4O2S
Method: DFT, the ωB97M-V functional and the def2-TZVPD basis

Atoms and positions in Å:
C 0.38075 0.75733 0.77463
C 0.67323 0.85328 -0.58910
C 0.02300 -0.30421 1.45569
C 0.27539 -0.15795 -1.36113
O -1.95391 -1.04311 -0.75003
O 0.02311 -1.52347 0.92038
S -0.61994 -1.60220 -0.70180
H 0.35035 1.72807 1.18013
H 1.04180 1.70594 -1.09017
H -0.32547 -0.17688 2.56543
H 0.13170 -0.23680 -2.40402

The multiplicity is 1. As for the energy above the lowest of the compared OMol25 structures with the same formula, charge and spin: 2.754 eV. As for the HOMO-LUMO gap: 9.41 eV.

=====

Molecular formula: C3H4N2O2
Method: DFT, the ωB97M-V functional and the def2-TZVPD basis

Atoms and positions in Å:
C -1.34932 -0.45601 -0.06014
N 0.06519 -0.16383 -0.29992
N 1.00784 -1.07951 0.61036
C 0.86815 -1.26683 -0.60862
O 2.16823 1.82533 0.18528
C 1.11076 2.09823 0.59427
O 0.08436 2.43937 1.03289
H -1.54675 -1.51553 0.14720
H -1.68095 0.14847 0.78833
H -1.91120 -0.14589 -0.94809
H 1.18370 -1.88380 -1.44156

The multiplicity is 1. As for the energy above the lowest of the compared OMol25 structures with the same formula, charge and spin: 3.791 eV. As for the HOMO-LUMO gap: 10.66 eV. The SMILES is CN1C=N1.O=C=O.

=====

Taking the records one at a time from the top gives total energy values of -17527.666; -63289.873; -117519.579; -19140.237; -10248.474 eV.